Entry 1:
148
Properties=species:S:1:pos:R:3:mulliken_charge:R:1 method="wB97M-V/def2-TZVPD" total_energy_ha=-4798.85072
C 10.8834 -12.6856 2.9351 -0.3950
C 11.0060 -12.3243 4.3961 -0.0147
O 10.8553 -13.5251 5.0541 -0.2509
C 10.5452 -14.5063 4.2393 0.1447
O 10.3549 -15.6765 4.5587 0.1857
O 10.6279 -14.0898 2.9662 -0.4248
H 11.7434 -12.4955 2.2929 0.3242
H 10.0088 -12.2357 2.4653 0.2836
H 10.2189 -11.6113 4.6414 0.3164
H 12.0340 -12.1393 4.7079 -0.1350
C 9.4544 -18.6743 13.7338 0.2761
C 10.0725 -17.2243 13.7034 0.6743
O 10.7444 -17.1671 14.9911 -0.4078
C 10.6401 -18.3616 15.6807 0.6673
O 11.0909 -18.5650 16.7748 -0.5676
O 10.1670 -19.2703 14.8003 -0.3964
H 9.7003 -19.1830 12.8017 -0.2933
H 8.3782 -18.6939 13.9056 0.2616
H 9.2058 -16.5639 13.6745 0.3347
H 10.6213 -17.1300 12.7664 -0.5140
C 11.2413 -22.6022 6.1514 0.7690
C 10.1187 -22.4585 5.0917 -0.0107
O 10.8718 -21.9048 4.0001 -0.3838
C 12.1436 -21.9028 4.2190 0.6299
O 13.0223 -21.4949 3.4388 -0.6460
O 12.3651 -22.5706 5.2840 -0.2708
H 11.1359 -23.5959 6.5866 0.2023
H 11.1599 -21.8674 6.9523 -0.7199
H 9.3971 -21.7415 5.4833 0.0086
H 9.7515 -23.4660 4.8965 0.3556
C 8.8698 -18.5426 4.2651 0.4647
C 8.0389 -17.6337 3.2886 -0.1198
O 6.8652 -17.4845 4.0685 -0.4611
C 7.1462 -17.7409 5.3500 0.4200
O 6.3551 -17.5301 6.2499 -0.6271
O 8.2152 -18.3448 5.4777 0.0628
H 9.9016 -18.1916 4.2503 -0.4545
H 8.8852 -19.5901 3.9643 0.3575
H 7.9674 -18.2223 2.3740 0.3662
H 8.4003 -16.6222 3.1035 0.0130
C 15.3822 -21.6233 6.1237 -0.0619
C 16.1420 -22.7284 6.7529 -0.6264
O 15.1881 -23.1715 7.7325 -0.4616
C 14.2567 -22.1964 7.9349 -0.1605
O 13.4654 -22.2195 8.8649 -0.2938
O 14.4302 -21.1983 7.0316 0.5176
H 14.9387 -21.8399 5.1519 0.1889
H 16.2132 -20.9374 5.9592 0.2143
H 17.1461 -22.4805 7.0970 0.2329
H 16.3261 -23.4511 5.9579 0.4003
C 13.9020 -16.3780 10.6590 1.4088
C 13.4706 -14.9449 10.2225 -0.0249
O 14.7404 -14.4416 9.8134 -0.3599
C 15.7304 -15.0878 10.4591 0.6069
O 16.9064 -14.7421 10.4556 -0.6421
O 15.2233 -16.1451 11.0365 -0.3682
H 13.7350 -17.1026 9.8621 -0.4580
H 13.1933 -16.7690 11.3890 -0.2443
H 13.0405 -14.3776 11.0480 0.2203
H 12.6872 -14.9368 9.4647 -0.0392
C 14.3179 -21.5907 12.9655 -0.5615
C 12.8972 -22.0330 12.5891 0.1108
O 12.1776 -20.8558 12.7519 -0.1798
C 12.9976 -19.8037 12.7822 0.6476
O 12.6575 -18.6265 12.7061 -0.4418
O 14.2372 -20.2163 12.7423 -0.3897
H 15.1101 -22.0781 12.3973 0.3632
H 14.4965 -21.8765 14.0021 0.2655
H 12.5562 -22.6907 13.3886 0.3935
H 12.9721 -22.3771 11.5575 -0.1533
C 16.2615 -18.9921 9.1767 0.0758
C 17.6725 -19.2880 8.6718 -0.4591
O 17.3491 -19.2950 7.2571 -0.4255
C 16.2441 -18.4817 7.0984 0.2372
O 15.8451 -18.2251 5.9992 -0.4766
O 15.6904 -18.0954 8.2243 0.2019
H 16.3638 -18.4700 10.1281 0.4579
H 15.6150 -19.8504 9.3597 -0.1395
H 17.9772 -20.2869 8.9838 0.2934
H 18.4846 -18.5838 8.8524 0.3298
C 8.0180 -19.6963 8.7028 0.5716
C 6.5419 -19.9908 8.5801 -0.3158
O 6.1447 -18.9363 9.4941 -0.4086
C 7.0963 -18.7433 10.4412 0.4136
O 7.0024 -18.0563 11.4447 -0.5774
O 8.1181 -19.5756 10.0989 0.2335
H 8.3435 -18.6996 8.4047 -0.6759
H 8.5706 -20.4780 8.1817 0.1966
H 6.3066 -21.0082 8.8927 0.2900
H 6.1226 -19.8117 7.5900 0.2458
C 8.2907 -15.6572 8.5596 0.1391
C 9.6087 -15.5436 7.8057 0.6730
O 10.6389 -15.8958 8.7550 0.1494
C 10.0897 -15.7716 9.9769 0.2539
O 10.6949 -15.9090 11.0086 -0.5769
O 8.7285 -15.6075 9.8497 -0.4011
H 7.7914 -16.6081 8.3735 -0.1641
H 7.6264 -14.8467 8.2596 0.3841
H 9.9021 -14.5740 7.4033 0.1855
H 9.6724 -16.2174 6.9514 -0.6936
C 16.0240 -9.8815 5.5663 -0.7067
O 15.1008 -10.9133 5.8492 -0.3402
C 14.9217 -11.9777 5.1562 0.7045
O 15.4567 -12.1485 4.0785 -0.5833
O 14.1669 -12.8700 5.9279 -0.1111
C 14.1254 -14.2151 5.4611 -0.5722
H 15.8699 -9.0264 6.2245 0.2639
H 16.0467 -9.5540 4.5269 0.3102
H 17.0385 -10.1650 5.8462 0.3116
H 13.5722 -14.3649 4.5339 0.2284
H 13.5633 -14.8157 6.1762 -0.0561
H 15.0736 -14.7526 5.4799 0.5916
C 14.9033 -18.1155 2.4287 -0.4214
O 13.7477 -17.4044 2.0974 -0.2752
C 12.7384 -17.9610 1.3915 0.6942
O 12.7410 -18.9855 0.7220 -0.5941
O 11.7600 -17.0581 1.4122 -0.0234
C 10.7249 -17.0895 0.4870 -0.7551
H 15.2400 -18.7726 1.6268 0.3826
H 14.6859 -18.7308 3.3017 0.0344
H 15.6525 -17.3514 2.6358 0.2109
H 11.1311 -17.2034 -0.5180 0.3616
H 10.2041 -16.1353 0.5666 0.1736
H 9.9566 -17.8459 0.6476 0.2592
C 11.3202 -19.6982 9.7685 0.9015
O 12.2157 -19.0639 8.8766 0.6440
C 11.8149 -18.9126 7.6046 0.0006
O 10.8411 -19.3544 6.9980 -0.2258
O 12.8044 -18.1070 7.0754 0.6044
C 12.6133 -17.7477 5.6955 0.3252
H 10.8353 -19.0080 10.4588 -0.1021
H 11.7683 -20.5141 10.3357 -0.6205
H 10.5056 -20.1939 9.2405 -0.8867
H 11.6353 -17.3693 5.3981 -0.8333
H 12.9725 -18.6598 5.2188 0.0869
H 13.3699 -16.9724 5.5745 -0.2110
C 7.8483 -23.4558 10.7747 -0.4490
O 8.7311 -24.4881 10.5805 -0.3786
C 9.9374 -24.2448 10.0461 0.5400
O 10.3282 -23.1508 9.6352 -0.1424
O 10.5878 -25.4808 10.0348 -0.4096
C 11.9767 -25.5779 9.6711 -0.3288
H 8.0371 -22.8606 11.6681 0.3236
H 6.8099 -23.7632 10.8992 0.3551
H 7.9063 -22.7399 9.9549 0.0006
H 12.2507 -25.0654 8.7490 0.0687
H 12.1859 -26.6385 9.5313 0.2879
H 12.5885 -25.1213 10.4492 0.2150

=====

Entry 2:
137
Properties=species:S:1:pos:R:3:mulliken_charge:R:1 method="wB97M-V/def2-TZVPD" total_energy_ha=-3822.05660 smiles="C[C@H]1COC(=O)O1.C[C@H]1COC(=O)O1.C[C@H]1COC(=O)O1.C[C@H]1COC(=O)O1.C[C@H]1COC(=O)O1.C[C@H]1COC(=O)O1.C[C@H]1COC(=O)O1.C[C@H]1COC(=O)O1.C[C@H]1COC(=O)O1.CC(C)=O.CC(C)=O"
C -16.6312 -17.0651 -8.3710 -1.3003
C -16.2462 -16.0835 -7.2927 0.6360
C -17.1983 -14.9313 -7.1257 2.3561
O -18.1029 -15.5620 -6.2237 0.2269
C -17.4298 -16.4154 -5.4194 0.3410
O -17.7715 -16.7488 -4.3003 -0.6261
O -16.2644 -16.7797 -5.9645 -0.4598
H -15.7638 -17.6325 -8.7250 0.2517
H -17.0727 -16.5680 -9.2108 0.0038
H -17.3814 -17.7530 -7.9961 0.5156
H -15.1678 -15.8617 -7.3651 0.4496
H -17.7551 -14.8315 -8.0843 -0.7772
H -16.8395 -14.0149 -6.6407 -1.6957
C -21.5107 -9.4378 -12.4055 -0.9430
C -22.4682 -10.4219 -12.9922 0.4109
C -21.8213 -11.7333 -13.1560 0.1871
O -22.5798 -12.6338 -12.4420 -0.3192
C -23.4206 -11.9901 -11.5976 0.7029
O -24.0329 -12.5811 -10.7162 -0.6039
O -23.4625 -10.7139 -11.9189 -0.3698
H -20.6576 -9.3791 -13.0738 0.1759
H -21.1955 -9.7230 -11.3994 -0.0375
H -21.9543 -8.4252 -12.3194 0.4662
H -23.0055 -10.0999 -13.8745 0.3641
H -20.7743 -11.7607 -12.7954 -0.2723
H -21.7960 -12.0280 -14.2327 0.2929
C -16.6482 -6.6744 -7.5637 -0.9172
C -16.8927 -6.1272 -8.9486 0.2850
C -15.7100 -6.5845 -9.9526 -0.6062
O -16.3717 -7.6634 -10.7517 -0.1405
C -17.7074 -7.5780 -10.5184 0.6277
O -18.4146 -8.1781 -11.2913 -0.4590
O -18.1127 -6.7912 -9.5527 -0.3402
H -15.6806 -6.2760 -7.2175 0.3677
H -16.5924 -7.7464 -7.6833 0.0176
H -17.4708 -6.4336 -6.8831 0.3759
H -17.1761 -5.0875 -8.9235 0.3513
H -14.7977 -6.8975 -9.5055 0.2573
H -15.4226 -5.7997 -10.6506 0.2289
C -11.2240 -10.7046 -6.3876 -1.6018
C -12.0312 -11.1720 -7.5550 0.7254
C -13.4941 -10.6895 -7.5061 0.1339
O -13.7142 -10.1063 -8.8233 -0.0201
C -12.4749 -9.9590 -9.4259 0.4220
O -12.3178 -9.4330 -10.4563 -0.5561
O -11.5186 -10.5607 -8.7404 -0.4139
H -10.1481 -10.7757 -6.5260 0.3918
H -11.3705 -11.3265 -5.5318 0.3893
H -11.4317 -9.6577 -6.0401 0.3404
H -11.9217 -12.2674 -7.7692 0.0990
H -13.6661 -9.9304 -6.7772 0.3969
H -14.1232 -11.5587 -7.2198 -0.2947
C -17.9170 -12.9822 -2.2010 -1.7566
C -17.7579 -13.2620 -3.6436 0.8446
C -18.3627 -12.2865 -4.6677 0.5038
O -17.2138 -11.7115 -5.2622 -0.2788
C -16.1067 -12.2798 -4.7525 0.5953
O -15.0089 -11.9116 -5.1153 -0.6055
O -16.4120 -13.3106 -3.9123 -0.2896
H -17.5377 -13.7554 -1.5594 0.4077
H -19.0273 -12.9043 -1.8438 0.3016
H -17.5265 -11.9952 -1.8724 0.3814
H -18.2754 -14.2223 -3.8080 -0.0264
H -18.9277 -11.4782 -4.2485 0.4314
H -18.8998 -12.8532 -5.4590 -0.4524
C -16.6870 -14.8748 -11.9085 -1.2988
C -15.2249 -14.7187 -11.4751 0.0574
C -14.6045 -13.3596 -11.7824 -0.2099
O -13.7527 -13.1216 -10.6787 -0.3362
C -14.0730 -13.9307 -9.6382 0.6124
O -13.5890 -13.8150 -8.5300 -0.5676
O -15.0871 -14.7627 -10.0079 -0.0993
H -17.3112 -14.0603 -11.4584 0.0104
H -16.9279 -15.9312 -11.7914 0.4160
H -16.6753 -14.6854 -12.9678 0.5914
H -14.5873 -15.5432 -11.8083 0.5038
H -15.3208 -12.6470 -11.8864 0.1102
H -13.9818 -13.3886 -12.7003 0.3725
C -24.3163 -10.2968 -8.0484 -1.4735
C -22.9105 -9.7724 -7.7465 1.3413
C -22.9895 -8.5737 -6.7426 -0.5637
O -22.2717 -9.0896 -5.5931 -0.4488
C -21.8460 -10.3310 -5.8212 0.2970
O -21.1799 -10.9250 -5.0677 -0.5111
O -22.1881 -10.7605 -7.0171 0.3621
H -25.0327 -9.5788 -8.5195 0.3405
H -24.8049 -10.6038 -7.1412 0.4886
H -24.3358 -11.1884 -8.7330 0.0900
H -22.3342 -9.5837 -8.6313 -0.3407
H -23.9752 -8.3888 -6.3408 0.3104
H -22.4819 -7.7222 -7.0608 0.3211
C -16.8532 -7.7914 -14.6394 -1.2315
C -16.7629 -9.2715 -14.4016 0.2855
C -15.7406 -9.6254 -13.3803 -0.0587
O -16.3868 -10.7663 -12.7814 0.0146
C -17.6814 -10.7634 -13.0530 0.1555
O -18.4641 -11.5543 -12.6493 -0.6049
O -18.0040 -9.7935 -13.8851 -0.2732
H -16.8851 -7.3488 -13.6319 0.1483
H -17.7028 -7.5282 -15.3346 0.3236
H -15.9598 -7.3715 -15.1365 0.3923
H -16.6014 -9.8655 -15.3430 0.3374
H -15.6940 -8.8343 -12.6345 -0.2107
H -14.7657 -9.9218 -13.7578 0.4301
C -16.7163 -12.1398 -8.8880 1.4720
C -17.8517 -11.1809 -9.3588 1.7814
C -19.2045 -11.8236 -9.6713 1.1479
O -20.1050 -10.7373 -9.4027 -0.0326
C -19.5234 -9.8261 -8.5732 -0.0833
O -20.0406 -8.8455 -8.0811 -0.6360
O -18.1966 -10.1460 -8.4060 -0.4265
H -16.8568 -12.4069 -7.8757 -0.7643
H -15.7917 -11.5869 -8.9586 -0.2167
H -16.8127 -12.9740 -9.5479 -0.5315
H -17.4652 -10.7335 -10.2164 -0.5785
H -19.5183 -12.7080 -9.1064 -0.9719
H -19.1467 -11.9684 -10.7355 -0.0429
C -21.7612 -14.5772 -5.1549 -0.2604
C -22.7604 -14.7063 -6.3768 0.2780
C -22.5704 -13.7363 -7.5081 0.7757
O -23.7224 -15.5002 -6.4568 -0.6527
H -20.8263 -15.1364 -5.5006 -0.1321
H -22.2242 -15.0252 -4.2518 0.4254
H -21.5243 -13.5347 -5.0866 -0.0225
H -23.3985 -13.0540 -7.5015 0.2779
H -22.6735 -14.3243 -8.4580 -0.3504
H -21.6109 -13.2316 -7.5321 -0.4583
C -21.2905 -15.6925 -10.5688 -1.2997
C -20.5129 -15.7998 -9.3182 0.5700
C -21.0915 -16.8170 -8.3979 -1.2351
O -19.5771 -15.0597 -9.0222 0.0001
H -20.8457 -14.9689 -11.2595 0.1011
H -22.2628 -15.3212 -10.2957 0.3512
H -21.4593 -16.6363 -11.0511 0.4845
H -21.0133 -17.8282 -8.7629 0.4853
H -22.1735 -16.5969 -8.2305 0.3485
H -20.6189 -16.7802 -7.3941 0.0199

=====

Entry 3:
138
Properties=species:S:1:pos:R:3:mulliken_charge:R:1 method="wB97M-V/def2-TZVPD" smiles="O=C1C=C(O)C(=O)C=C1O.O=C1C=C(O)C(=O)C=C1O.O=C1C=C(O)C(=O)C=C1O.COCCOC.COCCOC.COCCOC.COCCOC.ClCCCl.ClCCCl.ClCCCl.ClCCCl" de_lowest_ev=1.450
O -21.5866 -7.2999 17.9696 -0.5822
C -22.7918 -6.9836 17.6772 0.7969
C -23.6436 -7.7093 16.7431 -1.0387
C -24.8728 -7.3054 16.3709 0.1655
O -25.5423 -7.8937 15.3896 0.3225
C -25.5182 -6.0056 16.9450 0.4812
O -26.6182 -5.6051 16.6489 -0.6136
C -24.5888 -5.2130 17.8636 -0.5588
C -23.3670 -5.6336 18.1288 0.2310
O -22.6237 -4.9379 18.9223 -0.1084
H -23.2156 -8.5305 16.1874 0.3683
H -26.1897 -7.2979 15.0057 0.0139
H -24.9274 -4.2490 18.2134 0.6762
H -21.7162 -5.2509 18.9153 0.2099
O -32.4153 -10.0127 14.8829 -0.6148
C -32.0171 -8.9407 15.3959 0.6600
C -30.6038 -8.7397 15.6439 0.8005
C -30.1572 -7.6015 16.1852 -0.8901
O -28.8064 -7.4490 16.3622 0.2138
C -30.9608 -6.3821 16.4400 0.4541
O -30.5504 -5.2530 16.6382 -0.6023
C -32.4051 -6.6547 16.3159 -1.0068
C -32.9508 -7.7974 15.7942 0.3495
O -34.2750 -7.9568 15.6114 -0.5553
H -29.7681 -9.3780 15.3978 0.4007
H -28.5990 -6.5294 16.5433 0.1494
H -33.0145 -5.9120 16.8094 0.4444
H -34.3963 -8.5434 14.8613 0.3357
O -26.7100 -6.6320 13.4336 -0.8159
C -27.8606 -6.2185 13.3141 1.1011
C -28.9851 -7.1361 12.9660 -0.7158
C -30.1394 -6.6760 12.6051 0.3293
O -31.1734 -7.5293 12.3841 -0.4965
C -30.5220 -5.2286 12.5776 0.5893
O -31.6902 -4.8004 12.2861 -0.6428
C -29.4869 -4.3188 13.1064 -0.6493
C -28.2271 -4.8005 13.4282 0.1560
O -27.3023 -4.1006 14.1344 -0.5664
H -28.9486 -8.2154 12.9499 0.4697
H -31.9188 -7.1268 11.9326 0.3467
H -29.6120 -3.2695 13.3294 0.4552
H -26.5993 -4.7102 14.3705 0.3260
C -26.9778 -10.9676 13.9060 -0.7126
O -28.0924 -11.3006 14.6590 0.0563
C -28.7209 -12.5486 14.3854 -0.8032
C -30.1472 -12.5041 14.7759 0.2886
O -30.8331 -13.6342 14.1594 -0.4536
C -32.1752 -13.4225 13.7207 -0.6225
H -26.9822 -11.1146 12.8260 0.6028
H -26.0549 -11.4880 14.1621 0.4163
H -26.7248 -9.9271 14.1094 -0.4000
H -28.0702 -13.2832 14.8597 0.3180
H -28.7152 -12.7555 13.3152 0.3468
H -30.4108 -11.5564 14.3066 0.0416
H -30.2951 -12.5662 15.8540 0.1277
H -32.0654 -12.8353 12.8090 0.2819
H -32.7764 -12.8246 14.4056 0.2282
H -32.7054 -14.3515 13.5111 0.2781
C -22.4020 -13.7470 9.7984 -0.7555
O -23.0739 -12.6714 10.4514 -0.2829
C -23.3001 -11.4703 9.8254 -0.6492
C -23.9494 -10.4382 10.7490 -0.2419
O -23.1001 -10.1302 11.8374 -0.3418
C -23.6589 -9.2646 12.8112 -0.4684
H -22.7444 -13.8662 8.7705 0.3038
H -22.5740 -14.6502 10.3840 0.2279
H -21.3262 -13.5782 9.8460 0.3024
H -23.9402 -11.5908 8.9514 0.3811
H -22.3470 -11.0500 9.5045 0.3158
H -24.9467 -10.7387 11.0701 0.1326
H -24.0874 -9.5123 10.1906 0.4167
H -22.8846 -8.8765 13.4730 0.2864
H -24.5129 -9.5643 13.4186 -0.0095
H -23.9172 -8.3643 12.2537 0.3631
C -23.5068 -4.8952 22.0369 -0.7027
O -24.6720 -4.5080 22.8264 -0.3579
C -24.4422 -3.4203 23.8026 -0.5222
C -25.6465 -3.0408 24.7125 -0.6130
O -26.7349 -2.7253 23.8801 -0.1985
C -27.9236 -2.1749 24.3812 -0.9117
H -23.7565 -5.4895 21.1579 0.2025
H -22.7848 -5.3786 22.6950 0.4508
H -23.0282 -3.9991 21.6418 0.2641
H -24.1031 -2.5714 23.2089 0.3090
H -23.5909 -3.6894 24.4279 0.4087
H -25.4197 -2.2120 25.3831 0.3803
H -25.8088 -3.9307 25.3206 0.3230
H -28.7525 -2.3190 23.6882 0.2700
H -27.9716 -1.0911 24.4870 0.3349
H -28.3450 -2.6514 25.2664 0.3793
C -16.1924 -6.2302 20.8824 -0.8238
O -17.5346 -5.7493 21.0374 -0.3406
C -18.5107 -6.7383 20.6949 -0.7564
C -20.0028 -6.1959 20.7956 -0.3568
O -20.2869 -5.4520 19.6570 -0.6412
C -19.5359 -4.2712 19.4576 -0.4011
H -16.0520 -7.2806 21.1374 0.3305
H -15.4479 -5.7073 21.4828 0.2715
H -15.8836 -6.1681 19.8389 0.3262
H -18.5325 -7.6137 21.3440 0.4758
H -18.1937 -7.1082 19.7199 0.4054
H -20.1356 -5.6185 21.7105 0.2987
H -20.6868 -7.0412 20.8705 0.3842
H -20.0641 -3.7004 18.6938 -0.1611
H -18.5961 -4.6132 19.0241 0.2554
H -19.3114 -3.7064 20.3624 0.3477
Cl -23.9550 -0.5963 20.0950 -0.2015
C -25.3195 -1.6922 19.8143 0.0704
C -26.5936 -1.3764 20.5844 -0.2526
Cl -27.1857 0.1484 19.8784 -0.2084
H -24.9198 -2.6383 20.1795 -0.2565
H -25.5416 -1.8444 18.7581 0.3606
H -26.3753 -1.3542 21.6521 0.1088
H -27.3502 -2.1590 20.5267 0.3733
Cl -28.6054 -11.7143 17.8901 -0.1992
C -28.5563 -10.1025 18.6908 -0.1635
C -27.1055 -9.6036 18.5840 -0.2561
Cl -26.8065 -8.1008 19.4616 -0.1642
H -28.8084 -10.3245 19.7277 0.4461
H -29.3470 -9.4044 18.4159 0.0216
H -26.6994 -9.4236 17.5886 -0.1892
H -26.4861 -10.3824 19.0289 0.5629
Cl -19.9175 -10.2216 15.3065 -0.1950
C -20.8623 -10.7404 16.7298 -0.0699
C -20.1007 -11.7196 17.6848 -0.5140
Cl -18.7015 -10.9981 18.4464 -0.1803
H -21.7151 -11.2953 16.3388 0.3108
H -21.1591 -9.8300 17.2506 -0.0153
H -19.8507 -12.6249 17.1316 0.3635
H -20.7506 -12.0058 18.5118 0.3028
Cl -23.3625 -2.1702 16.8671 -0.1662
C -21.8469 -1.5856 17.5083 0.0077
C -21.5121 -0.3058 16.7266 -0.6021
Cl -19.7472 -0.0277 16.5512 -0.2257
H -21.1023 -2.3702 17.3737 0.0550
H -21.8976 -1.3280 18.5662 0.2300
H -21.9382 0.5600 17.2335 0.3431
H -21.8381 -0.3394 15.6870 0.3079